Record 1
This record from the Open Molecules 2025 dataset describes a single C7H5N3O2 molecule at a distorted geometry. The level of theory is ωB97M-V/def2-TZVPD.

Output
E_LUMO: 0.0524 eV
total charge: 0

CARTESIAN COORDINATES (ANGSTROEM)
C1 1.632 -0.736 -0.110
C2 -0.630 -0.634 0.122
C3 -1.712 -1.379 0.180
C4 -3.015 0.488 -0.283
C5 -1.897 1.368 -0.265
C6 -0.662 0.765 0.094
C7 1.678 0.720 0.077
H1 3.558 -0.652 -0.367
H2 -1.677 -2.449 0.425
H3 -3.978 0.900 -0.536
H4 -2.027 2.497 -0.280
H5 0.655 2.308 0.503
N1 0.568 -1.339 0.077
N2 -2.912 -0.843 0.022
N3 0.518 1.291 0.504
O1 2.772 -1.296 -0.220
O2 2.714 1.307 -0.138

---

Record 2
This record from the Open Molecules 2025 dataset describes a molecular structure, C28H28F5HfN8O4SSe at a distorted geometry. The level of theory is ωB97M-V/def2-TZVPD.

Output
E_LUMO: -3.2499 eV
total charge: +1

CARTESIAN COORDINATES (ANGSTROEM)
Hf1 -0.950 0.003 1.385
N1 3.389 0.964 0.370
C1 4.166 -0.200 0.317
C2 5.328 -0.177 -0.419
C3 6.128 -1.298 -0.324
C4 5.747 -2.350 0.515
C5 4.595 -2.347 1.220
C6 3.829 -1.265 1.141
S1 2.297 -1.273 2.052
N2 1.445 0.096 1.343
C7 2.074 0.966 0.658
C8 1.313 2.200 0.340
C9 1.984 3.418 0.275
C10 1.181 4.539 0.264
C11 -0.133 4.434 -0.028
C12 -0.728 3.179 0.114
N3 0.013 2.077 0.256
H1 3.772 1.768 -0.040
H2 5.561 0.779 -0.912
H3 7.064 -1.318 -0.877
H4 6.332 -3.248 0.596
H5 4.402 -3.146 1.871
H6 3.060 3.552 0.337
H7 1.683 5.509 0.212
H8 -0.801 5.251 -0.285
H9 -1.763 3.022 -0.076
N4 -0.214 2.272 4.915
C13 -0.587 1.301 4.079
O1 -0.459 1.575 2.842
C14 -1.060 0.014 4.618
C15 -0.868 -1.023 3.515
H10 0.259 3.077 4.553
H11 -0.205 2.170 5.903
H12 -2.086 0.063 4.827
H13 -0.641 -0.179 5.578
H14 -1.691 -1.878 3.576
H15 0.126 -1.513 3.517
O2 -2.433 -1.653 0.670
N5 -1.475 -2.511 0.551
O3 -1.674 -3.597 0.050
O4 -0.387 -2.163 1.137
F1 -7.590 -1.184 -1.350
C16 -6.788 -0.541 -0.503
C17 -6.405 0.798 -0.779
F2 -6.915 1.412 -1.817
C18 -5.385 1.349 0.002
F3 -4.960 2.599 -0.334
C19 -4.758 0.725 1.097
Se1 -3.202 1.457 1.886
C20 -5.284 -0.484 1.439
F4 -4.811 -1.169 2.475
C21 -6.309 -1.129 0.725
F5 -6.610 -2.409 0.978
C22 2.047 -2.835 -3.392
C23 2.618 -2.240 -2.037
N6 1.524 -1.603 -1.255
C24 0.449 -0.927 -1.815
N7 -0.489 -0.414 -1.078
C25 -1.692 0.073 -1.773
C26 -1.247 0.928 -2.991
C27 -0.308 0.110 -3.853
N8 0.441 -0.912 -3.181
C28 1.319 -1.689 -4.010
H16 1.481 -3.743 -3.166
H17 2.963 -3.060 -4.000
H18 3.368 -1.538 -2.255
H19 3.091 -2.968 -1.306
H20 1.250 -2.024 -0.403
H21 -2.326 0.641 -1.084
H22 -2.280 -0.753 -2.136
H23 -0.698 1.783 -2.557
H24 -2.075 1.200 -3.648
H25 0.260 0.805 -4.466
H26 -1.009 -0.397 -4.587
H27 2.050 -1.044 -4.548
H28 0.687 -1.901 -4.914

---

Record 3
This record from the Open Molecules 2025 dataset describes a gas-phase ion, C4H11N3 (charge +2) at a distorted geometry. The level of theory is ωB97M-V/def2-TZVPD.

Output
E_LUMO: -9.5873 eV
total charge: +2

CARTESIAN COORDINATES (ANGSTROEM)
C1 -0.173 0.897 -1.894
C2 -1.857 -0.459 -0.362
C3 -0.205 1.398 -0.536
C4 1.067 -1.450 1.151
N1 -1.169 0.483 -0.928
N2 0.783 0.748 0.436
N3 0.160 -0.352 1.011
H1 -0.391 1.553 -2.656
H2 0.500 0.173 -2.194
H3 -2.043 -0.405 0.755
H4 -2.447 -1.235 -0.909
H5 -0.481 2.337 -0.312
H6 1.794 -1.137 1.893
H7 0.529 -2.354 1.518
H8 1.346 -1.898 0.145
H9 1.501 0.310 -0.185
H10 1.188 1.515 1.147
H11 -0.102 -0.124 1.919

---

Record 4
This record from the Open Molecules 2025 dataset describes 3 unconnected molecules or ions with the total composition C5H17N2O at a distorted geometry. The level of theory is ωB97M-V/def2-TZVPD.

Output
E_LUMO (alpha / beta): 0.6886 / -1.1753 eV
2S+1: 2
total charge: 0

CARTESIAN COORDINATES (ANGSTROEM)
C1 -0.650 -0.588 1.490
N1 0.176 0.607 1.748
C2 1.313 0.258 2.600
C3 -1.308 -0.485 0.113
N2 -0.291 -0.629 -0.878
C4 0.467 3.680 -3.875
C5 -2.365 -1.600 -0.050
H1 -1.460 -0.693 2.210
H2 -0.011 -1.477 1.452
H3 0.576 0.759 0.824
H4 0.976 -0.028 3.599
H5 1.930 -0.554 2.203
H6 1.957 1.130 2.721
H7 -1.836 0.470 -0.027
H8 -0.624 -0.459 -1.832
H9 0.596 3.528 -2.806
H10 0.794 2.826 -4.450
H11 -0.574 3.968 -4.038
H12 1.040 4.586 -4.091
H13 -3.015 -1.613 0.821
H14 -2.947 -1.470 -0.961
H15 -1.822 -2.542 -0.125
H16 2.562 -2.100 -0.948
H17 1.240 -1.268 -0.629
O1 2.096 -1.617 -0.264

---

ΔE to the lowest compared entry with this formula, charge and spin for the records above, in order: 0.767 0.000 5.294 0.000 eV